A molecular structure, C66H79N7O5S5SiSnTe, computed with the ωB97M-V functional and the def2-TZVPD basis.

```
165
Properties=species:S:1:pos:R:3:mulliken_spin:R:1
Sn 0.340 0.708 -0.252 -0.010
O 3.477 5.095 2.275 0.000
C 4.216 4.591 1.278 -0.002
C 5.437 5.205 0.986 0.000
C 6.250 4.743 -0.029 0.000
C 5.865 3.644 -0.785 0.000
C 4.668 3.022 -0.501 0.001
C 3.833 3.471 0.518 0.002
C 2.577 2.729 0.743 -0.005
O 2.404 1.657 0.079 -0.027
N 1.772 3.246 1.629 0.000
N 0.549 2.675 1.738 0.008
C -0.137 2.959 2.757 -0.005
S -1.784 2.422 2.891 0.055
C -1.908 2.771 4.686 -0.005
C -1.151 4.048 4.953 0.002
S 0.483 3.882 4.159 -0.001
H 2.640 4.561 2.324 0.000
H 5.724 6.055 1.586 0.000
H 7.192 5.236 -0.231 0.000
H 6.498 3.277 -1.581 0.000
H 4.347 2.153 -1.056 -0.001
H -1.459 1.934 5.221 0.004
H -2.963 2.847 4.940 -0.001
H -0.992 4.201 6.018 0.000
H -1.650 4.915 4.522 0.000
C 9.166 -3.198 1.507 0.000
C 7.770 -2.918 1.034 0.000
C 7.009 -3.889 0.405 0.000
C 5.708 -3.636 -0.009 0.003
C 4.949 -4.714 -0.723 0.000
C 5.126 -2.391 0.240 -0.001
Te 3.042 -2.012 -0.305 0.010
N 1.138 -0.515 -1.849 0.086
C 0.403 -0.926 -2.815 -0.025
O -0.743 -0.446 -3.162 0.005
C 0.917 -2.045 -3.671 0.004
C 0.007 -2.928 -4.242 -0.003
C 0.448 -3.964 -5.042 0.000
C 1.801 -4.125 -5.291 0.000
C 2.711 -3.247 -4.728 0.000
C 2.274 -2.212 -3.923 0.004
C 2.334 -3.757 0.730 -0.003
C 1.368 -4.536 0.092 0.002
C 0.919 -4.197 -1.290 -0.003
C 0.794 -5.612 0.750 0.003
C 1.142 -5.929 2.053 0.003
C 0.466 -7.052 2.785 -0.002
C 2.100 -5.147 2.678 0.002
C 2.701 -4.067 2.040 -0.001
C 3.706 -3.270 2.815 0.001
C 5.905 -1.387 0.819 -0.001
C 5.378 -0.003 1.064 0.000
C 7.207 -1.665 1.211 0.000
H 9.471 -4.205 1.237 0.000
H 9.227 -3.100 2.590 0.000
H 9.870 -2.489 1.075 0.000
H 7.436 -4.867 0.227 0.000
H 5.624 -5.458 -1.143 0.000
H 4.356 -4.274 -1.528 0.000
H 4.257 -5.215 -0.046 0.000
H -1.045 -2.798 -4.032 0.000
H -0.264 -4.651 -5.476 0.000
H 2.147 -4.930 -5.922 0.000
H 3.769 -3.361 -4.912 0.000
H 2.987 -1.527 -3.489 0.002
H 1.724 -4.359 -2.010 0.000
H 0.626 -3.150 -1.347 -0.002
H 0.057 -4.794 -1.583 0.000
H 0.045 -6.200 0.237 0.000
H -0.162 -7.629 2.111 0.000
H -0.164 -6.656 3.583 0.000
H 1.193 -7.724 3.238 0.000
H 2.370 -5.374 3.702 0.001
H 4.710 -3.670 2.664 0.001
H 3.481 -3.311 3.882 0.000
H 3.706 -2.232 2.486 -0.003
H 4.519 0.215 0.436 -0.001
H 6.145 0.744 0.865 0.000
H 5.070 0.112 2.104 0.001
H 7.796 -0.885 1.673 0.000
C -0.424 -2.516 1.962 0.143
Si -0.085 -0.764 2.643 0.290
C 1.706 -0.259 3.094 0.130
C -1.081 -0.727 4.270 0.090
C -0.522 -0.272 5.465 0.057
C -1.237 -0.288 6.649 -0.027
C -2.546 -0.740 6.667 0.042
C -3.126 -1.186 5.490 -0.018
C -2.401 -1.179 4.315 0.078
H 0.109 -3.283 2.517 0.046
H -0.140 -2.590 0.919 -0.060
H -1.485 -2.741 2.015 0.002
H 2.141 -0.924 3.834 0.020
H 1.728 0.753 3.489 -0.005
H 2.328 -0.259 2.203 -0.014
H 0.496 0.084 5.471 0.012
H -0.772 0.049 7.566 -0.002
H -3.106 -0.740 7.592 0.005
H -4.147 -1.545 5.496 -0.001
H -2.862 -1.540 3.409 0.016
C -5.557 6.845 1.749 0.000
C -5.926 5.397 2.042 0.000
C -4.806 4.448 1.636 0.000
N -4.678 4.370 0.200 0.000
C -3.491 4.150 -0.402 0.002
S -2.059 4.457 0.362 0.000
N -3.458 3.750 -1.713 0.000
C -4.439 3.458 -2.648 0.000
O -4.190 3.610 -3.832 0.000
C -5.746 2.923 -2.196 0.000
C -5.882 2.061 -1.102 0.002
C -7.118 1.534 -0.781 0.001
C -8.235 1.851 -1.539 0.000
C -8.105 2.686 -2.638 0.000
C -6.872 3.204 -2.974 0.000
H -6.350 7.522 2.060 0.000
H -5.381 6.982 0.686 0.000
H -4.643 7.111 2.274 0.000
H -6.841 5.126 1.509 0.000
H -6.117 5.278 3.110 0.000
H -4.986 3.448 2.054 0.000
H -3.849 4.812 2.015 0.001
H -5.521 4.178 -0.323 0.000
H -2.519 3.816 -2.115 0.002
H -5.015 1.787 -0.522 -0.002
H -7.212 0.868 0.064 0.000
H -9.198 1.444 -1.273 0.000
H -8.971 2.929 -3.235 0.000
H -6.753 3.826 -3.847 0.000
S -0.170 2.959 -1.793 0.023
C 0.979 2.580 -2.989 0.016
N 0.688 1.719 -3.951 0.008
C 1.710 1.201 -4.841 -0.001
C 3.082 1.413 -4.212 0.001
C 3.212 2.900 -3.897 -0.001
N 2.130 3.262 -3.005 0.003
H -0.109 1.089 -3.752 -0.001
H 1.649 1.719 -5.807 0.001
H 1.518 0.140 -5.008 0.000
H 3.876 1.072 -4.877 0.000
H 3.126 0.853 -3.273 -0.001
H 3.136 3.490 -4.821 0.000
H 4.167 3.124 -3.419 0.000
H 2.322 3.840 -2.201 0.000
C -7.219 -1.970 -4.096 0.000
C -5.841 -1.659 -3.588 0.000
C -5.127 -2.633 -2.896 0.001
C -3.902 -2.338 -2.328 -0.002
C -3.388 -1.061 -2.443 0.004
C -4.040 -0.107 -3.199 0.007
C -5.262 -0.408 -3.777 0.002
S -2.034 -0.548 -1.360 -0.016
C -3.282 -0.284 0.028 0.066
O -1.360 -1.765 -0.902 0.012
H -7.664 -2.763 -3.496 0.000
H -7.189 -2.309 -5.133 0.000
H -7.859 -1.091 -4.042 0.000
H -5.555 -3.619 -2.770 0.000
H -3.342 -3.059 -1.752 0.000
H -3.595 0.869 -3.314 -0.002
H -5.779 0.353 -4.347 0.000
H -4.250 -0.732 -0.159 0.003
H -3.364 0.791 0.138 -0.021
H -2.842 -0.704 0.923 -0.009
```

Output
- E_tot (eV) = -165574.24542
- HOMO level (spin up / spin down) (eV) = -3.2 / -4.4
- LUMO level (spin up / spin down) (eV) = 1.7 / 1.7
- spin multiplicity = 2
- M (g mol⁻¹) = 1485.134
- gap between HOMO and LUMO (spin up / spin down) (hartree) = 0.17784 / 0.22495
- charge = -1